# 1
The following is a quantum chemistry calculation of a 13-piece molecular cluster, C39H65Cl24N2O4PS overall at a distorted geometry, from the Open Molecules 2025 dataset.

Positions of all 136 atoms, in Å:
C 2.28553 1.89670 -1.76011
C 2.97565 2.57453 -1.07041
C 3.73600 3.46564 -0.25118
C 4.49377 4.51556 -0.84668
C 4.57420 4.84876 -2.32945
O 4.50459 3.75506 -3.21849
C 3.33620 3.79698 -4.02734
C 5.20103 5.32647 -0.01804
C 5.21858 5.18812 1.36850
N 5.94739 6.09009 2.09715
C 5.89430 5.90312 3.38393
C 5.18503 4.85217 4.00719
C 5.23831 4.74670 5.51930
S 3.73202 4.02767 6.22537
C 2.93121 5.45034 7.01897
C 1.45441 5.54503 6.63092
N 4.48800 3.99112 3.31914
C 4.48467 4.16141 1.96081
C 3.73722 3.27831 1.13134
P 2.77282 1.89198 1.80880
O 2.73278 1.77247 3.26303
O 3.44383 0.55931 1.18783
O 1.28924 1.93653 1.21658
H 1.63007 1.29418 -2.33620
H 3.83974 5.62431 -2.54751
H 5.54753 5.30395 -2.47136
H 3.46789 4.52147 -4.83266
H 2.45677 4.04878 -3.44599
H 3.15782 2.81676 -4.45695
H 5.79150 6.12388 -0.44425
H 6.43620 6.59701 4.01437
H 5.34236 5.75303 5.91725
H 6.10364 4.16038 5.81171
H 2.99207 5.30540 8.09440
H 3.43786 6.38115 6.78440
H 1.35756 5.34787 5.56830
H 1.08027 6.52871 6.89912
H 0.87173 4.80944 7.17311
H 3.99945 0.82461 0.44069
H 1.14116 1.10926 0.73745
Cl -0.50732 -1.52268 3.38122
C 0.89872 -0.67484 4.09836
C 1.44875 -1.42216 5.28309
Cl 0.31827 -1.40252 6.66011
H 0.58556 0.32988 4.36616
H 1.65685 -0.59837 3.32024
H 2.37206 -0.95241 5.61926
H 1.65602 -2.46080 5.03570
Cl -5.38048 -2.23293 4.74374
C -4.01846 -1.07237 4.72436
C -3.34902 -0.95766 6.06639
Cl -4.40855 -0.18629 7.27577
H -4.40833 -0.11428 4.39069
H -3.30114 -1.43077 3.98873
H -2.45726 -0.34050 5.97886
H -3.05420 -1.93096 6.45389
Cl -7.29191 -4.42126 -0.37230
C -6.34883 -4.65525 1.12273
C -5.29973 -3.59182 1.30366
Cl -3.99730 -3.72710 0.08793
H -5.90676 -5.64762 1.08779
H -7.05127 -4.61617 1.95339
H -4.83483 -3.69453 2.28169
H -5.72555 -2.59490 1.22949
Cl 9.04668 6.13483 -6.64107
C 8.20983 4.84168 -5.74436
C 6.71228 4.99492 -5.78850
Cl 6.15270 6.41418 -4.86605
H 8.57920 4.85090 -4.72221
H 8.49311 3.89823 -6.20759
H 6.23959 4.12215 -5.33794
H 6.35306 5.09797 -6.80918
Cl 5.46885 1.44680 5.19714
C 5.31972 -0.16498 4.46655
C 5.92747 -1.24390 5.32462
Cl 7.70551 -1.12464 5.40882
H 5.78046 -0.13183 3.48278
H 4.25411 -0.34474 4.33533
H 5.69646 -2.22092 4.90162
H 5.54347 -1.20554 6.34131
Cl -2.49102 -1.49396 -4.32701
C -3.57197 -1.43177 -2.90359
C -3.77807 -0.02452 -2.41236
Cl -2.29132 0.66801 -1.70870
H -3.14195 -2.06529 -2.13270
H -4.52514 -1.85991 -3.20917
H -4.53389 -0.02116 -1.62886
H -4.10467 0.63228 -3.21291
Cl -2.21666 -4.44366 -7.89850
C -2.28225 -4.77743 -6.14636
C -3.12151 -5.98407 -5.82480
Cl -4.85287 -5.70298 -6.14526
H -2.66100 -3.88811 -5.65242
H -1.25763 -4.94493 -5.81739
H -3.02792 -6.22035 -4.76648
H -2.80996 -6.85177 -6.40133
Cl 0.92058 -1.37919 0.15907
C 0.58412 -2.92577 -0.65673
C 1.05631 -4.09317 0.16638
Cl 2.83592 -4.17751 0.27554
H 1.05557 -2.90073 -1.63604
H -0.49470 -2.98818 -0.79499
H 0.72024 -5.02142 -0.28954
H 0.66096 -4.04457 1.17817
Cl -6.21133 -1.09562 -8.29093
C -4.89488 0.10695 -8.33914
C -4.18904 0.22731 -7.01542
Cl -5.24078 0.95843 -5.76805
H -5.32611 1.05462 -8.64629
H -4.19106 -0.22135 -9.10196
H -3.32049 0.87556 -7.11789
H -3.85764 -0.73843 -6.64682
Cl -0.83656 -7.82955 -3.73695
C 0.25618 -7.71054 -2.33402
C -0.47658 -7.92485 -1.03538
Cl -1.60324 -6.58947 -0.67240
H 0.73719 -6.73582 -2.36519
H 1.01964 -8.47621 -2.45838
H 0.23721 -7.97249 -0.21423
H -1.04859 -8.84865 -1.04997
Cl -10.02961 1.92046 -10.34761
C -9.00191 1.70574 -8.90673
C -8.02518 2.83925 -8.73338
Cl -6.77350 2.84562 -10.00545
H -8.48905 0.75139 -8.99851
H -9.66573 1.66212 -8.04507
H -7.50877 2.73305 -7.77983
H -8.52379 3.80467 -8.75211
Cl -3.27619 -4.86349 6.77192
C -4.38342 -4.85004 8.17163
C -4.63008 -3.45656 8.68986
Cl -3.17189 -2.75635 9.43705
H -3.95476 -5.48977 8.93855
H -5.32285 -5.28782 7.83825
H -5.40190 -3.48250 9.45742
H -4.95467 -2.78655 7.89779

Results
Kohn-Sham gap   7.5 eV
ΔE to the lowest compared entry with this formula, charge and spin   0.0 kJ/mol
Energy   -13719.754671 Eh

Atomic partial charges in e from the Mulliken method, atoms 1 to 4:
1 C -0.1214
2 C -1.3395
3 C 0.5662
4 C 0.6055

=====

# 2
The following is a quantum chemistry calculation of a 2-piece molecular cluster, C2H5NO2 overall at a distorted geometry, from the Open Molecules 2025 dataset.

Positions of all 10 atoms, in Å:
C -2.35680 0.85246 -0.54422
C -0.18738 -0.46874 -0.21090
N 0.72593 0.30736 -0.02585
O 2.20214 -1.16393 0.97923
O 2.15299 0.06694 0.41002
H -3.16194 0.09715 -0.66285
H -2.21466 1.25929 -1.63123
H -0.22738 -1.51899 -0.05741
H 0.70283 1.36960 -0.14264
H 2.36427 -0.80114 1.88584

Results
Kohn-Sham gap (alpha / beta)   8.2 / 8.2 eV
ΔE to the lowest compared entry with this formula, charge and spin   1121.5 kJ/mol
Energy   -284.040228 Eh

Atomic partial charges in e from the Mulliken method, atoms 1 to 4:
1 C -0.4646
2 C -0.1994
3 N -0.1189
4 O -0.3230

=====

# 3
The following is a quantum chemistry calculation of C36H53GeN3O2PS5Ti as an isolated structure at a distorted geometry, from the Open Molecules 2025 dataset.

Positions of all 102 atoms, in Å:
Ti -1.18369 0.03560 0.62927
S -3.27658 -1.80361 1.03669
S -3.58236 -0.99392 -0.71482
S -2.88067 1.27731 1.89860
S -1.39541 0.71848 3.04158
O 0.36031 -1.06576 1.17825
P 0.70533 -2.20590 2.10342
N 2.34520 -2.13762 2.19533
C 3.12835 -1.40813 1.13675
C 4.55056 -1.53500 1.68305
C 4.52540 -2.92624 2.36192
C 3.17835 -2.98024 3.03592
N 0.38060 -3.66127 1.48737
C -0.99603 -4.20460 1.26987
C -0.90899 -4.89976 -0.07941
C 0.49209 -5.48067 -0.05187
C 1.31710 -4.34804 0.58298
N 0.16327 -2.22029 3.66142
C -0.82502 -3.15240 4.25196
C -0.80904 -2.80547 5.73597
C -0.39590 -1.35319 5.75760
C 0.62287 -1.19475 4.60302
H 2.80767 -0.38020 1.02409
H 3.07123 -1.94605 0.17593
H 4.70397 -0.75885 2.41622
H 5.32065 -1.47282 0.91156
H 5.35988 -3.11829 3.06487
H 4.58370 -3.70980 1.59183
H 3.22792 -2.54247 4.01285
H 2.78486 -3.99380 3.10974
H -1.68797 -3.36307 1.20690
H -1.20233 -4.94577 2.03965
H -0.94581 -4.14187 -0.86520
H -1.67932 -5.62657 -0.29393
H 0.88663 -5.70623 -1.02795
H 0.61907 -6.35354 0.59439
H 1.69263 -3.64136 -0.18832
H 2.19565 -4.75321 1.09750
H -0.49497 -4.17667 4.13958
H -1.83388 -2.92353 3.83432
H -0.03887 -3.38752 6.23291
H -1.76346 -2.97782 6.23008
H 0.06416 -1.09651 6.70786
H -1.23737 -0.69499 5.52840
H 1.63042 -1.41200 4.92203
H 0.63080 -0.18182 4.16975
C -4.78487 4.56722 -2.28299
C -3.71856 5.37256 -1.94142
C -2.67160 4.79545 -1.24959
C -2.63009 3.42486 -1.01251
C -3.74935 2.65489 -1.33877
C -4.85097 3.25541 -1.94021
Ge -0.96353 2.70997 -0.18523
C -0.62534 4.04304 1.21574
C 0.66430 4.37360 1.61795
C 0.91701 5.40695 2.52286
C -0.18316 6.14203 2.98514
C -1.50111 5.83204 2.62364
C -1.68305 4.76328 1.76314
C 0.39490 3.08850 -1.60367
C 1.73634 2.70243 -1.50406
C 2.68657 3.03113 -2.43795
C 2.30210 3.72807 -3.59339
C 0.98775 4.11489 -3.74162
C 0.06533 3.81463 -2.76177
H -5.55537 5.02416 -2.85720
H -3.71928 6.44371 -2.16704
H -1.86911 5.48322 -0.99419
H -3.74631 1.61354 -1.10280
H -5.72544 2.67328 -2.16211
H 1.51567 3.84877 1.18644
H 1.93518 5.56282 2.84169
H 0.05786 6.95526 3.65630
H -2.32434 6.37258 3.03282
H -2.69397 4.49501 1.44739
H 2.04161 2.10146 -0.66639
H 3.71171 2.73867 -2.25693
H 3.02174 4.01713 -4.37788
H 0.64228 4.61027 -4.64013
H -0.93566 4.15728 -2.97279
C 0.97543 -3.84946 -4.01803
C 1.54912 -2.50538 -3.79064
C 1.02407 -1.86048 -2.52369
S -0.57351 -1.05027 -2.56454
O -0.50834 -0.26358 -1.34212
C -0.20051 0.24161 -3.86637
C -1.39065 1.19299 -3.99068
C -2.50897 0.71208 -4.88485
H 1.49142 -4.29853 -4.88349
H -0.09175 -3.83517 -4.28146
H 1.08324 -4.53763 -3.16484
H 1.36292 -1.84102 -4.63491
H 2.64116 -2.55000 -3.68994
H 1.70443 -1.08686 -2.11171
H 0.94360 -2.64414 -1.75696
H -0.05340 -0.24844 -4.83484
H 0.77387 0.69748 -3.59432
H -1.01763 2.14946 -4.31707
H -1.77134 1.46478 -2.95568
H -2.16018 0.63980 -5.93236
H -3.34606 1.45098 -4.84938
H -2.88715 -0.24614 -4.55449

Results
2S+1   4
⟨S²⟩   3.763
Kohn-Sham gap (alpha / beta)   6.9 / 5.6 eV
ΔE to the lowest compared entry with this formula, charge and spin   89.1 kJ/mol
Energy   -6977.099818 Eh

Atomic partial charges in e from the Mulliken method, atoms 1 to 4:
1 Ti 0.5225
2 S -0.2915
3 S -0.1523
4 S 0.0150

=====

# 4
The following is a quantum chemistry calculation of an isolated molecule of C4H9NO at a distorted geometry, from the Open Molecules 2025 dataset.

Positions of all 15 atoms, in Å:
O 2.54452 -0.42223 0.98473
C 1.88720 -0.54793 -0.01579
C 0.39300 -0.52329 -0.10840
C -0.06057 0.95752 -0.16762
C -1.59451 0.97644 -0.41464
N -0.39327 -1.24626 0.93944
H 2.33503 -0.58889 -1.03848
H 0.05035 -1.01409 -1.02773
H 0.49359 1.45945 -0.99251
H 0.30221 1.47796 0.72961
H -1.74903 0.82562 -1.47755
H -2.05461 0.05809 -0.03410
H -2.02045 1.90828 -0.02125
H 0.09251 -1.01747 1.83176
H -0.22597 -2.30322 0.81251

Results
Kohn-Sham gap   10.4 eV
ΔE to the lowest compared entry with this formula, charge and spin   151.6 kJ/mol
Structure (SMILES)   CC[C@H](N)C=O
Energy   -287.774717 Eh

Atomic partial charges in e from the Mulliken method, atoms 1 to 4:
1 O -0.4709
2 C -0.1609
3 C 0.1003
4 C -0.6193

=====

# 5
The following is a quantum chemistry calculation of C23H13BrCo2NO6 as an isolated structure at a distorted geometry, from the Open Molecules 2025 dataset.

Positions of all 46 atoms, in Å:
O 1.19459 0.06660 2.73671
C 0.74881 0.66902 1.86520
Co 1.11605 1.22759 0.11953
C 2.82745 0.95543 -0.09755
O 3.97293 0.79354 -0.30720
C 0.63182 -0.33312 -0.56017
O 0.32451 -1.36091 -0.90791
C 0.25551 2.83368 -0.01592
C 0.86217 2.46321 -1.16966
C 0.99041 2.82371 -2.60547
C 0.47472 1.59382 -3.38638
C 0.91440 1.44353 -4.68817
C 0.42575 0.43425 -5.51237
C -0.58102 -0.43760 -5.07042
C -1.10101 -0.22515 -3.78837
C -0.61682 0.80529 -2.97053
Co -0.92278 1.81457 1.42557
C -1.36501 1.76038 3.14579
O -1.59890 1.67989 4.28435
C -1.86953 0.54812 0.64366
O -2.56542 -0.25799 0.17356
C -2.15125 3.04764 1.15571
O -2.96539 3.83944 0.98489
H 0.34209 3.86612 0.40016
H 0.12414 3.72807 -2.82885
H 1.67731 2.12373 -5.03525
H 0.85293 0.31866 -6.50839
H -0.91574 -1.27473 -5.72289
H -1.88074 -0.92395 -3.47088
H -1.16972 0.90247 -2.03830
Br -0.83407 7.93993 -2.83819
C 0.73861 6.97294 -3.35902
C 1.15271 5.91873 -2.50329
C 2.13999 5.05145 -2.97613
C 2.88386 5.43128 -4.09785
N 3.76084 4.35998 -4.37050
C 3.53241 3.31502 -3.54037
C 2.37705 3.56263 -2.67421
C 2.51275 6.47889 -4.94435
C 1.36727 7.21877 -4.59334
H 0.66598 5.71025 -1.54426
H 4.49209 4.40949 -5.06497
H 4.26341 2.52323 -3.37456
H 2.56558 3.39531 -1.56191
H 2.99280 6.64495 -5.90561
H 0.93262 7.95952 -5.25581

Results
Kohn-Sham gap   3.3 eV
ΔE to the lowest compared entry with this formula, charge and spin   444.2 kJ/mol
Charge   -1
Energy   -6729.798659 Eh

Atomic partial charges in e from the Mulliken method, atoms 1 to 4:
1 O -0.4655
2 C 0.0965
3 Co -0.0126
4 C 0.0308

=====

# 6
The following is a quantum chemistry calculation of a 2-piece molecular cluster, C5H14N2O2 overall at a distorted geometry, from the Open Molecules 2025 dataset.

Positions of all 23 atoms, in Å:
C -0.34439 -0.81393 -1.78078
C 0.54032 -1.97979 -1.22912
N 0.72708 -2.04172 0.26192
C -0.09539 -1.13121 1.16554
C 0.44570 0.20019 0.90730
N -0.29703 1.24490 0.49790
C -1.86790 1.28662 0.52679
O 1.56625 0.47799 1.35305
H -1.36502 -0.79340 -1.28526
H -0.55433 -1.05369 -2.76690
H 0.18689 0.00666 -1.71225
H -0.01682 -2.95029 -1.52188
H 1.53519 -1.87540 -1.76004
H 1.65283 -1.75843 0.42501
H -0.08694 -1.48090 2.17779
H -1.21296 -1.46912 0.92073
H -0.01051 2.16914 0.16556
H -2.21281 0.98022 1.58081
H -1.96236 2.38512 0.66780
H -2.51337 0.79225 -0.22818
H 2.08193 2.49543 -0.31862
H 1.82976 2.37951 1.42404
O 1.97387 2.92986 0.52880

Results
2S+1   2
⟨S²⟩   0.757
Kohn-Sham gap (alpha / beta)   10.7 / 5.6 eV
ΔE to the lowest compared entry with this formula, charge and spin   324.9 kJ/mol
Charge   +1
Energy   -458.476925 Eh

Atomic partial charges in e from the Mulliken method, atoms 1 to 4:
1 C -1.1161
2 C -0.3214
3 N 0.0353
4 C -0.5253